Entry 1:
This record from the Open Molecules 2025 dataset describes a 13-piece molecular cluster, C52H98F6O15 overall at a distorted geometry. The level of theory is ωB97M-V with the def2-TZVPD basis set.

Geometry (Å):
H -28.6246 3.2458 12.7162
H -24.1363 1.8995 1.0312
H -24.3652 -1.5277 5.5134
H -28.2306 3.8739 8.7101
C -23.9503 11.0856 8.6062
H -24.6373 5.4932 2.3255
C -26.8451 3.8868 10.2372
H -21.2809 7.9173 6.4769
H -22.6061 -1.2921 11.4982
C -18.1895 6.9855 6.8445
C -22.8812 8.4337 3.0319
H -23.9646 7.5673 12.4897
O -22.0602 5.8813 10.7038
H -27.7854 3.7634 4.2203
C -18.8399 3.3122 4.9237
O -27.0814 9.4930 5.9854
C -22.8186 5.0491 11.5469
H -23.1475 3.6112 5.5966
F -26.7945 7.4599 8.1315
H -24.8361 11.4684 8.0993
C -18.4285 7.3972 1.7421
H -23.1591 3.8079 1.5664
H -23.9066 8.0909 3.1701
H -19.9639 8.7901 8.8165
O -22.7695 10.5220 6.7207
H -20.5977 4.1402 9.3231
C -27.9574 3.1857 9.5100
H -22.7507 9.2051 3.7909
H -27.2011 1.2523 5.0494
C -26.6024 2.9788 6.2709
O -20.6456 7.6675 2.5658
C -19.8872 7.8922 8.2032
O -24.1073 0.1804 11.2819
C -28.8408 2.5328 5.5909
O -26.8727 3.2318 11.5140
O -18.5255 7.3553 8.1768
F -28.6674 8.4235 8.2607
O -17.6115 3.0713 10.0056
C -22.4056 0.0080 9.7558
H -23.6389 5.4719 13.5344
H -28.8448 6.5988 2.6543
C -24.5287 6.1867 6.1197
H -23.5797 6.9807 7.8151
C -24.6532 2.2354 1.9302
C -27.5340 1.8457 5.9009
O -18.3154 1.9975 5.3159
C -23.8599 3.4880 2.3374
H -22.9257 -0.6564 9.0658
C -24.9687 4.4873 2.5835
H -22.2008 -0.4845 7.0512
C -29.0201 3.1415 10.6216
H -17.6918 5.0920 4.5468
C -27.4615 8.0180 3.6743
O -27.8614 7.5846 4.9963
H -25.3836 5.5264 5.9741
H -26.4032 2.9576 7.3423
H -16.6779 3.8520 6.3044
F -28.5275 6.5296 7.2882
H -19.5304 3.1736 4.0918
C -17.9712 2.1697 8.9911
H -29.3184 1.9248 4.8226
H -15.5169 3.5487 4.9660
H -26.6927 2.1574 2.5792
H -21.7405 4.6676 5.6612
C -22.7875 -0.2626 11.1898
H -21.5653 7.9634 10.9575
H -25.9222 3.6753 9.6973
C -23.0666 1.3724 9.5582
C -23.3259 9.9077 7.8733
C -22.3770 7.2434 11.0621
H -25.5862 2.9794 5.8767
C -19.5684 3.8922 9.0640
H -17.5244 2.4334 8.0325
H -22.3276 4.0884 11.7025
H -20.5273 7.1029 8.5974
H -17.3251 3.9078 3.3712
F -18.5608 8.7429 1.6009
C -22.3446 0.3139 6.3232
C -22.9452 7.1826 12.4614
H -23.8018 4.8350 11.1279
C -22.8357 5.7728 12.8617
F -18.1935 6.8511 0.5617
C -28.2055 2.7842 11.8221
F -17.3755 7.1015 2.5396
C -24.3220 -0.4897 5.1836
H -17.6966 1.1518 9.2676
C -17.6215 4.0123 4.4149
H -21.3206 0.0029 9.6522
C -26.0980 2.6019 1.7811
H -20.0187 1.7446 9.3082
C -27.7909 6.8713 2.7105
H -27.5227 7.1509 1.6917
H -19.2395 3.8494 5.7838
C -19.4663 7.1353 5.9459
H -19.2514 3.4644 11.1547
O -19.8277 5.5218 2.4220
H -21.9284 5.3124 7.7635
H -25.2094 4.4707 3.6465
H -22.5201 9.4340 8.4340
H -24.8273 7.2074 5.8807
H -27.9775 8.9558 3.4681
H -19.2378 7.4620 4.9314
H -24.4098 0.4778 7.1354
H -21.3107 12.0812 6.9787
H -22.8127 8.9879 2.0958
C -18.7292 3.9000 10.3028
H -24.1110 10.7581 9.6334
C -23.8315 0.5496 6.2143
O -26.0628 4.0557 1.7836
H -29.5242 4.0835 10.8374
C -22.8437 12.0537 8.4798
H -25.2457 -0.1754 4.6976
C -22.0769 -0.0966 4.8853
H -24.6539 1.3884 2.6162
H -29.5177 2.5878 6.4434
H -26.3740 8.0855 3.6438
H -25.2024 0.9889 9.7673
H -17.6918 6.0276 6.6938
H -22.4169 2.1426 9.9739
H -21.8143 1.1892 6.6980
H -26.4411 2.2352 0.8137
C -22.8009 4.5979 5.9037
C -22.3843 11.8952 7.0094
H -22.4467 7.7958 13.2122
H -23.2482 1.7417 8.5490
H -17.5282 7.7427 6.4232
H -20.0052 9.1514 6.4456
H -23.1396 4.0559 8.0247
H -24.5704 2.2330 10.8463
H -27.2412 5.9902 3.0415
H -21.6287 6.8864 4.1715
C -24.3520 1.2677 10.3897
H -23.2458 3.2842 3.2147
H -24.7077 5.7576 8.2629
H -27.0088 4.9602 10.3327
H -27.6560 1.2007 6.7711
H -22.2876 0.3299 11.9561
H -21.9524 11.8221 9.0630
H -18.3759 4.9217 10.4421
C -21.8748 7.2172 3.1625
H -27.7464 2.1854 9.1318
H -29.1308 4.6292 5.1894
H -23.1067 7.6640 10.3702
C -28.3601 3.8599 5.1414
H -21.8880 5.5230 13.3385
C -19.6782 6.7707 2.3467
O -23.4832 5.7426 5.2405
C -16.9307 1.9169 5.2317
C -20.2415 8.1261 6.7302
H -22.9914 12.6101 6.4541
H -23.9429 1.5205 5.7316
H -22.1660 6.3377 2.5883
C -23.9609 6.0065 7.5089
H -19.1925 4.5571 8.2863
C -16.5458 3.4332 5.3068
H -16.5253 1.3961 6.0992
H -24.0742 9.1539 7.6283
C -19.4368 2.3994 8.6596
H -23.1085 13.0688 8.7754
H -21.6467 -1.0937 4.7908
C -27.9114 7.6509 7.4608
C -27.6078 8.3720 6.0984
H -19.7349 2.1527 7.6406
O -27.3198 4.1781 6.0459
H -19.9798 6.1748 5.9883
H -16.5562 1.4756 4.3081
H -21.4669 0.7094 4.4774
O -23.2714 -0.2934 4.2091
H -28.1800 1.6983 11.9130
C -22.8791 4.9157 7.4073
H -29.8204 2.4775 10.2949

Computed properties:
max |F|: 4.6 eV Å⁻¹
HOMO level: -9.2026 eV
HOMO-LUMO gap: 9.7 eV
ΔE to the lowest compared entry with this formula, charge and spin: 25.4 kJ/mol
lowest unoccupied orbital energy: 0.5298 eV

Löwdin population analysis, charges in e, atoms 1 to 8: number 1, H, carries 0.118; number 2, H, carries 0.113; number 3, H, carries 0.123; number 4, H, carries 0.106; number 5, C, carries -0.169; number 6, H, carries 0.116; number 7, C, carries -0.213; number 8, H, carries 0.104

=====

Entry 2:
This record from the Open Molecules 2025 dataset describes C5H7NO as an isolated structure. The level of theory is ωB97M-V with the def2-TZVPD basis set.

Geometry (Å):
C -0.7959 -1.1147 -0.2136
H -1.4059 -1.9657 -0.5094
N -0.7519 1.4197 0.0276
H 0.3423 0.8660 0.7853
H 1.0253 -2.1724 -0.3382
O 1.2538 2.2295 -0.8913
H -2.2776 0.3001 -0.7960
H 1.6024 -0.1073 1.3985
H 2.2915 0.0731 -0.2044
C -1.5363 0.1795 0.0045
H -2.1157 0.1370 0.9353
C 1.3479 -0.0598 0.3254
C 0.4943 1.4473 -0.4139
C 0.5259 -1.2324 -0.1095

Computed properties:
max |F|: 0.6 eV Å⁻¹
HOMO level: -8.9999 eV
HOMO-LUMO gap: 9.8 eV
ΔE to the lowest compared entry with this formula, charge and spin: 448.0 kJ/mol
lowest unoccupied orbital energy: 0.7775 eV

Löwdin population analysis, charges in e, atoms 1 to 8: number 1, C, carries -0.099; number 2, H, carries 0.104; number 3, N, carries 0.058; number 4, H, carries 0.197; number 5, H, carries 0.103; number 6, O, carries 0.118; number 7, H, carries 0.117; number 8, H, carries 0.116

=====

Entry 3:
This record from the Open Molecules 2025 dataset describes a 2-piece molecular cluster, C12H15ClF8N4OP overall at a distorted geometry. The level of theory is ωB97M-V with the def2-TZVPD basis set.

Geometry (Å):
H -6.1471 -0.3825 5.2830
C 4.2915 -0.4568 -0.6865
H 2.2314 -2.0447 -1.9860
H 5.1337 0.2913 -1.0187
H 2.1187 -0.4087 -0.0958
P 3.8321 2.4118 -3.0543
F 0.7453 0.8719 -2.6866
C 3.1757 -2.5753 -1.4904
F -1.4787 0.9495 0.4785
F -2.9501 -1.0469 -1.1123
H -2.4789 -0.9082 1.9768
F -1.9143 -1.6584 4.3967
N 3.6447 2.4525 -1.2854
C -5.5519 -0.1344 3.2247
H 0.9908 1.6596 0.5093
H -3.9440 -1.3238 5.9801
F -3.2014 1.2180 -1.8342
C -3.2905 -0.7940 2.6879
C 0.1715 1.4468 -1.4480
H 2.8598 -2.7902 -0.3696
N 4.3522 -1.6389 -1.6218
O 3.7029 0.8119 -3.7264
C -4.5253 -0.2823 2.2888
H 4.5711 -1.3810 -2.6079
H -6.5133 0.2689 2.9140
C -2.2277 0.1043 -1.7731
H 4.6279 -0.8559 0.3872
H 3.4350 3.4559 -1.0292
C -4.1169 -1.0244 4.9517
H 3.1648 0.1884 -3.1580
C -5.3479 -0.5024 4.5555
N 1.1978 1.9812 -0.4739
C -0.9153 0.3973 -0.8104
H -4.6879 0.0015 1.2520
H 3.3140 -3.6073 -2.0440
F -0.3580 -0.9373 -0.4560
F -1.8562 -0.4161 -3.1346
C -3.0987 -1.1624 4.0149
Cl 2.1491 3.5237 -3.8475
N 2.9257 0.1577 -0.4936
C 2.6011 1.4932 -0.7647
F -0.6327 2.6467 -1.8925

Computed properties:
max |F|: 5.7 eV Å⁻¹
HOMO level: -11.0278 eV
HOMO-LUMO gap: 5.2 eV
net charge: +1
lowest unoccupied orbital energy: -5.8602 eV

Löwdin population analysis, charges in e, atoms 1 to 8: number 1, H, carries 0.110; number 2, C, carries -0.188; number 3, H, carries 0.082; number 4, H, carries 0.156; number 5, H, carries 0.167; number 6, P, carries 0.682; number 7, F, carries 0.009; number 8, C, carries -0.132

=====

Entry 4:
This record from the Open Molecules 2025 dataset describes an isolated ion of composition C5H9N2 and charge +1 at a distorted geometry. The level of theory is ωB97M-V with the def2-TZVPD basis set.

Geometry (Å):
H 2.2365 1.3663 -1.1121
H -2.9845 -1.6986 0.5303
H -0.7479 -1.4834 1.7783
H -2.9567 0.1906 -1.4413
C -1.0749 -0.9242 0.9503
H -0.3989 1.5446 -0.8788
H 3.0540 0.0316 -0.5245
N -2.2125 -1.0495 0.2462
C -0.2515 0.1612 0.5140
C 1.2674 0.3674 0.6532
H 1.7631 -0.2678 -1.4735
C -2.1639 -0.0043 -0.7006
H 1.7089 -0.4281 1.2705
H 1.6915 1.0563 1.3644
N -0.9485 0.7288 -0.4925
C 2.0179 0.4093 -0.6841

Computed properties:
max |F|: 3.6 eV Å⁻¹
HOMO level: -13.7025 eV
HOMO-LUMO gap: 9.9 eV
ΔE to the lowest compared entry with this formula, charge and spin: 234.2 kJ/mol
net charge: +1
lowest unoccupied orbital energy: -3.8315 eV

Löwdin population analysis, charges in e, atoms 1 to 8: number 1, H, carries 0.068; number 2, H, carries 0.212; number 3, H, carries 0.125; number 4, H, carries 0.151; number 5, C, carries -0.028; number 6, H, carries 0.213; number 7, H, carries 0.098; number 8, N, carries 0.118